(1)
The following is a DFT calculation (wB97M-V/def2-TZVPD) of C15H15NO3 in the gas phase.

ΔE to the lowest compared entry with this formula, charge and spin: 22.0 kcal per mole
E_HOMO: -9.65 eV
E_LUMO: -0.8 eV
HOMO-LUMO gap: 8.80 eV

Atoms and positions in Å:
1 C -4.005 1.454 -0.032
2 C -3.114 0.879 1.088
3 C -2.333 -0.347 0.694
4 C -2.739 -1.587 1.189
5 C -2.083 -2.765 0.867
6 C -0.985 -2.739 0.021
7 C -0.547 -1.516 -0.455
8 C -1.201 -0.325 -0.126
9 C -0.590 0.930 -0.655
10 O -1.223 1.921 -0.942
11 C 0.889 0.897 -0.821
12 C 1.521 -0.238 -1.123
13 C 2.993 -0.424 -1.312
14 C 3.884 0.644 -0.687
15 C 3.684 0.703 0.818
16 N 3.410 1.949 1.398
17 O 3.777 -0.290 1.497
18 C 0.668 -1.452 -1.317
19 O 0.947 -2.306 -2.125
20 H -4.996 1.694 0.350
21 H -4.104 0.745 -0.851
22 H -3.584 2.373 -0.429
23 H -3.774 0.569 1.899
24 H -2.452 1.642 1.496
25 H -3.597 -1.616 1.847
26 H -2.414 -3.712 1.269
27 H -0.461 -3.645 -0.247
28 H 1.424 1.829 -0.692
29 H 3.260 -1.384 -0.865
30 H 3.232 -0.523 -2.372
31 H 4.925 0.396 -0.890
32 H 3.690 1.620 -1.137
33 H 3.348 2.686 0.707
34 H 2.553 1.939 1.937

Cartesian forces (eV/Å) of the 3 atoms listed first:
0.15 0.24 0.13
-0.36 -0.15 -0.01
0.07 0.05 -0.08

natural (NBO) atomic charge list, values in e, 2 entries: -0.60 -0.43

(2)
The following is a DFT calculation (wB97M-V/def2-TZVPD) of a molecular structure, C40H40N8O6PS4Yb.

charge: -1
E_HOMO (spin up / spin down): -2.95 / -2.97 eV
E_LUMO (spin up / spin down): 2.1 / 2.1 eV
HOMO-LUMO gap (spin up / spin down): 5.08 / 5.09 eV

Atoms and positions in Å:
1 Yb -0.094 0.174 0.881
2 C -1.402 4.349 2.813
3 C -0.313 4.562 3.648
4 C 0.486 3.489 3.984
5 C 0.208 2.224 3.454
6 N -0.856 2.024 2.641
7 C -1.627 3.061 2.352
8 C 1.060 1.059 3.681
9 C 2.286 1.097 4.348
10 C 3.027 -0.059 4.477
11 C 2.492 -1.263 4.032
12 C 1.251 -1.244 3.413
13 N 0.573 -0.105 3.187
14 C 0.539 -2.453 2.982
15 C 0.754 -3.699 3.570
16 C 0.021 -4.783 3.136
17 C -0.917 -4.591 2.129
18 C -1.085 -3.315 1.621
19 N -0.387 -2.260 2.029
20 H -2.040 5.163 2.503
21 H -0.088 5.552 4.021
22 H 1.337 3.631 4.633
23 H -2.478 2.857 1.714
24 H 2.675 2.029 4.727
25 H 4.005 -0.030 4.936
26 H 3.040 -2.190 4.119
27 H 1.477 -3.807 4.367
28 H 0.177 -5.763 3.566
29 H -1.498 -5.415 1.739
30 H -1.816 -3.118 0.847
31 C -1.292 1.673 -7.412
32 C -1.204 1.752 -5.914
33 C -1.471 0.643 -5.116
34 C -1.382 0.724 -3.735
35 C -1.054 1.933 -3.153
36 C -0.806 3.054 -3.927
37 C -0.883 2.961 -5.305
38 S -0.731 2.058 -1.394
39 O 0.572 1.411 -1.262
40 O -0.812 3.455 -1.052
41 N -1.688 1.135 -0.530
42 C -3.020 1.333 -0.354
43 C -3.840 2.132 -1.141
44 C -5.212 2.215 -0.892
45 C -5.798 1.510 0.129
46 C -5.008 0.685 0.955
47 C -5.543 -0.092 2.005
48 C -4.702 -0.872 2.755
49 C -3.328 -0.851 2.483
50 N -2.785 -0.152 1.509
51 C -3.609 0.599 0.734
52 H -1.217 0.644 -7.757
53 H -0.496 2.258 -7.872
54 H -2.245 2.081 -7.752
55 H -1.736 -0.296 -5.584
56 H -1.564 -0.138 -3.106
57 H -0.564 3.980 -3.425
58 H -0.679 3.830 -5.919
59 H -3.397 2.695 -1.950
60 H -5.822 2.846 -1.525
61 H -6.863 1.572 0.310
62 H -6.608 -0.069 2.198
63 H -5.081 -1.500 3.549
64 H -2.648 -1.438 3.088
65 C 0.559 -6.366 -0.890
66 C 1.139 -5.462 -1.970
67 O 0.597 -4.151 -1.926
68 P 1.216 -2.922 -1.025
69 S -0.437 -1.745 -1.084
70 S 2.268 -3.729 0.431
71 O 2.341 -2.284 -2.015
72 C 2.075 -1.260 -2.969
73 C 1.212 -1.736 -4.128
74 H 0.819 -7.405 -1.097
75 H -0.526 -6.266 -0.865
76 H 0.967 -6.077 0.076
77 H 0.880 -5.846 -2.962
78 H 2.228 -5.426 -1.875
79 H 3.063 -0.962 -3.336
80 H 1.601 -0.407 -2.472
81 H 1.663 -2.604 -4.611
82 H 1.106 -0.927 -4.852
83 H 0.230 -2.016 -3.753
84 O 1.480 1.922 1.208
85 N 1.556 3.199 1.066
86 C 2.653 3.823 1.453
87 C 2.714 5.226 1.295
88 N 2.823 6.368 1.200
89 C 3.780 3.215 2.060
90 N 4.675 2.694 2.568
91 C 3.688 1.168 -0.559
92 S 3.191 0.240 0.928
93 C 4.532 -0.995 0.744
94 O 1.975 -0.546 0.512
95 H 4.486 1.852 -0.284
96 H 2.808 1.708 -0.894
97 H 4.016 0.474 -1.326
98 H 5.486 -0.476 0.810
99 H 4.414 -1.516 -0.201
100 H 4.431 -1.711 1.554

Cartesian forces (eV/Å) of the 3 atoms listed first:
-1.26 -0.50 0.51
0.37 0.08 0.23
-0.45 0.04 -0.23

Mulliken atomic charge list, values in e, 2 entries: 0.45 -0.90

(3)
The following is a DFT calculation (wB97M-V/def2-TZVPD) of 2 unconnected molecules or ions with the total composition C5H9NO.

ΔE to the lowest compared entry with this formula, charge and spin: 128.7 kcal per mole
E_HOMO: -8.81 eV
E_LUMO: 1.0 eV
HOMO-LUMO gap: 9.83 eV

Atoms and positions in Å:
1 C -2.891 0.253 -0.023
2 C 0.393 0.195 0.172
3 C 1.724 -0.384 0.012
4 C -2.819 -0.770 -0.835
5 C 2.691 0.807 -0.043
6 N -3.017 1.124 0.781
7 O 0.905 -0.636 1.099
8 H 0.377 1.179 0.612
9 H 1.995 -1.223 -0.822
10 H -2.332 -1.727 -0.603
11 H -0.547 0.261 -0.302
12 H -3.198 -0.773 -1.899
13 H 3.048 1.162 0.917
14 H 2.071 1.629 -0.482
15 H 3.561 0.653 -0.762
16 H -3.633 1.275 1.478

Cartesian forces (eV/Å) of the 3 atoms listed first:
-1.28 -1.64 -0.17
-0.88 2.82 -0.33
0.79 0.19 -4.06

natural (NBO) atomic charge list, values in e, 2 entries: 0.45 -0.11

(4)
The following is a DFT calculation (wB97M-V/def2-TZVPD) of C17H14F4N2O4 in the gas phase.

E_HOMO: -8.29 eV
E_LUMO: 0.1 eV
HOMO-LUMO gap: 8.42 eV

Atoms and positions in Å:
1 C 3.084 0.789 -5.064
2 H 2.691 -0.097 -5.571
3 O 2.862 0.724 -3.676
4 C 1.569 0.661 -3.225
5 C 0.431 0.660 -4.014
6 C -0.821 0.580 -3.428
7 C -0.961 0.512 -2.046
8 C 0.189 0.536 -1.248
9 C 1.439 0.595 -1.823
10 O 2.555 0.582 -1.040
11 H 3.322 0.658 -1.625
12 H 0.103 0.507 -0.176
13 C -2.271 0.369 -1.449
14 N -2.391 0.250 -0.188
15 N -3.579 0.039 0.383
16 C -3.781 -0.145 1.728
17 O -4.914 -0.299 2.137
18 C -2.594 -0.094 2.624
19 C -1.313 -0.435 2.204
20 C -0.249 -0.263 3.071
21 C -0.441 0.181 4.370
22 C -1.727 0.462 4.800
23 C -2.797 0.336 3.933
24 H -3.801 0.575 4.249
25 H -1.889 0.795 5.814
26 H 0.411 0.306 5.019
27 O 1.083 -0.413 2.620
28 C 1.516 -1.580 2.145
29 F 0.781 -2.060 1.097
30 F 1.451 -2.573 3.070
31 C 2.960 -1.374 1.628
32 F 3.749 -0.930 2.622
33 F 3.479 -2.536 1.193
34 H 2.955 -0.641 0.805
35 H -1.153 -0.808 1.208
36 H -4.428 0.008 -0.191
37 H -3.132 0.327 -2.126
38 H -1.697 0.565 -4.059
39 H 0.508 0.713 -5.088
40 H 4.165 0.827 -5.187
41 H 2.636 1.688 -5.497

Cartesian forces (eV/Å) of the 3 atoms listed first:
0.10 0.02 -0.31
0.00 0.04 0.03
-0.34 -0.04 0.57

natural (NBO) atomic charge list, values in e, 2 entries: -0.25 0.18

(5)
The following is a DFT calculation (wB97M-V/def2-TZVPD) of a molecular structure, C20H36Br12O8S4.

E_HOMO: -9.91 eV
E_LUMO: -0.2 eV
HOMO-LUMO gap: 9.69 eV

Atoms and positions in Å:
1 C -1.893 -0.221 -0.679
2 Br -3.690 -0.012 -1.316
3 Br -1.570 -2.046 -0.193
4 Br -1.556 1.063 0.712
5 H -1.221 0.028 -1.490
6 C 0.075 -3.511 2.947
7 Br 1.205 -4.347 1.629
8 Br 0.866 -1.923 3.654
9 Br -0.368 -4.725 4.354
10 H -0.828 -3.246 2.419
11 C -2.057 2.316 -3.973
12 Br -3.358 3.545 -4.708
13 Br -1.415 2.949 -2.269
14 Br -0.635 1.980 -5.205
15 H -2.614 1.411 -3.784
16 C -7.018 -1.365 -1.455
17 Br -6.969 -0.435 0.227
18 Br -7.311 -0.121 -2.900
19 Br -8.300 -2.773 -1.446
20 H -6.028 -1.759 -1.625
21 C 0.792 4.337 0.284
22 C 0.509 4.047 1.759
23 C 1.816 3.572 2.370
24 S 2.573 2.587 1.071
25 O 2.326 1.187 1.331
26 O 3.931 3.011 0.865
27 C 1.541 3.166 -0.304
28 H 1.371 5.257 0.159
29 H -0.118 4.529 -0.287
30 H -0.257 3.270 1.839
31 H 0.056 4.886 2.287
32 H 1.786 2.906 3.230
33 H 2.490 4.409 2.553
34 H 0.932 2.312 -0.573
35 H 2.274 3.338 -1.085
36 C 0.213 1.589 5.431
37 C -0.465 2.076 6.722
38 C -1.606 2.975 6.299
39 S -2.270 2.291 4.779
40 O -2.442 3.334 3.806
41 O -3.330 1.383 5.096
42 C -0.824 1.301 4.352
43 H 0.881 0.740 5.568
44 H 0.833 2.432 5.107
45 H 0.262 2.577 7.356
46 H -0.899 1.252 7.295
47 H -1.258 3.976 6.028
48 H -2.446 3.109 6.977
49 H -0.489 1.698 3.393
50 H -1.025 0.252 4.161
51 C 1.278 -3.974 -4.085
52 C 0.376 -4.584 -2.988
53 C -1.032 -4.044 -3.135
54 S -1.021 -2.634 -4.230
55 O -0.889 -1.450 -3.421
56 O -2.080 -2.719 -5.190
57 C 0.515 -3.072 -5.029
58 H 1.912 -4.701 -4.594
59 H 2.048 -3.345 -3.629
60 H 0.840 -4.393 -2.015
61 H 0.344 -5.674 -3.003
62 H -1.610 -3.863 -2.238
63 H -1.591 -4.765 -3.741
64 H 1.062 -2.206 -5.390
65 H 0.212 -3.608 -5.933
66 C 4.274 -1.254 -0.958
67 C 3.048 -2.201 -0.990
68 C 1.857 -1.353 -1.352
69 S 2.461 -0.328 -2.690
70 O 1.760 0.934 -2.693
71 O 2.554 -1.098 -3.903
72 C 4.130 -0.165 -2.028
73 H 5.211 -1.797 -1.049
74 H 4.247 -0.724 -0.009
75 H 2.934 -2.593 0.023
76 H 3.207 -3.044 -1.664
77 H 1.481 -0.697 -0.568
78 H 0.989 -1.863 -1.777
79 H 4.212 0.833 -1.605
80 H 4.797 -0.226 -2.885

Cartesian forces (eV/Å) of the 3 atoms listed first:
-0.08 0.35 -0.26
-0.03 0.06 -0.21
0.11 0.01 0.43

Mulliken atomic charge list, values in e, 2 entries: 0.49 0.03

Number 1: E_tot -23431.111 eV. Number 2: E_tot -150500.661 eV. Number 3: E_tot -8863.631 eV. Number 4: E_tot -39895.697 eV. Number 5: E_tot -921552.373 eV.